(1)
{"formula": "C5H14NOS", "method": "ωB97M-V/def2-TZVPD", "species": ["C", "C", "S", "C", "N", "C", "C", "H", "H", "H", "H", "H", "H", "H", "H", "H", "H", "H", "H", "H", "H", "O"], "xyz": [[-1.5696, 0.1070, 0.0644], [-0.9576, -0.8066, -0.9626], [-2.1861, -1.3065, -2.2548], [-0.6144, 0.8211, 1.1045], [0.3261, 0.0114, 1.8790], [1.7074, 0.0137, 1.3650], [2.1237, -1.1454, 0.4398], [-2.3424, -0.3763, 0.6776], [-2.1162, 0.9558, -0.3359], [-0.6423, -1.7435, -0.5303], [-0.1457, -0.2573, -1.4519], [-1.3182, 1.3707, 1.7376], [-0.1321, 1.5669, 0.4644], [-0.0487, -0.9259, 1.8268], [1.9667, 0.9507, 0.9143], [2.3046, -0.1123, 2.2720], [2.7295, -1.9066, 0.9137], [1.2469, -1.5871, -0.0326], [2.6584, -0.7869, -0.4556], [-1.2928, 1.2211, -3.0484], [-0.5889, 1.8280, -1.9088], [-1.1082, 2.1082, -2.6781]], "forces_ev_per_a": [[0.019, 0.379, 2.191], [-1.207, 0.383, -0.851], [0.270, 0.286, -0.020], [-1.010, -0.101, -1.518], [-0.238, 0.528, -0.921], [0.221, -1.475, 1.157], [-0.436, 0.508, -1.268], [0.089, -0.518, -0.312], [-0.055, -0.024, -0.738], [0.517, -0.050, 0.293], [0.366, -0.372, 0.114], [0.310, 0.062, 0.329], [0.658, 0.115, 0.511], [0.209, -0.288, 0.187], [-0.177, 0.641, -0.106], [0.396, 0.381, -0.083], [0.015, -0.139, 0.220], [-0.009, -0.271, 0.355], [0.209, 0.039, 0.449], [-0.495, 0.149, -0.023], [-0.172, 0.391, -0.087], [0.523, -0.624, 0.120]], "total_charge": -1, "de_lowest_kj_mol": 101.1, "e_homo_ha": -0.0996, "spin_multiplicity": 1, "homo_lumo_gap_ev": 6.31}

(2)
{"formula": "C5H14NS", "method": "ωB97M-V/def2-TZVPD", "species": ["C", "C", "C", "S", "H", "H", "H", "H", "H", "H", "H", "C", "N", "C", "H", "H", "H", "H", "H", "H", "H"], "xyz": [[-2.3455, -1.8366, -1.4748], [-1.6684, -0.5555, -1.8901], [-0.6883, -0.2037, -0.7687], [-1.4947, 0.5682, 0.6940], [-1.7034, -2.7760, -1.5822], [-3.3057, -2.0359, -1.9765], [-2.6022, -1.8479, -0.3926], [-1.0579, -0.6355, -2.7992], [-2.3825, 0.3165, -2.0441], [0.0076, 0.5338, -1.2595], [-0.0888, -1.1088, -0.4768], [1.5071, 2.1652, 1.1687], [2.3225, 1.1028, 1.8077], [1.9393, -0.2489, 1.3899], [1.1097, 1.7677, 0.1977], [0.6325, 2.2833, 1.7883], [2.0342, 3.1422, 1.0155], [2.2789, 1.1908, 2.8102], [0.8274, -0.3415, 1.4761], [2.4920, -1.0416, 1.9625], [2.1862, -0.4386, 0.3540]], "forces_ev_per_a": [[-0.703, -1.913, 0.289], [0.019, 0.638, 0.486], [0.625, 1.158, -0.156], [-0.054, -0.376, -0.269], [-0.543, 1.268, -0.234], [0.286, -0.022, -0.162], [0.240, 0.526, -0.561], [-0.362, -0.365, -0.199], [0.719, -1.154, 0.325], [-0.141, -0.540, 0.722], [-0.472, 0.663, -0.351], [-0.013, -0.762, -0.323], [1.139, 0.339, -0.782], [-0.751, -0.243, 0.823], [0.487, 0.576, 0.807], [-0.524, 0.564, -0.128], [-0.131, -0.900, 0.182], [-0.181, -0.079, 0.040], [0.718, -0.467, 0.064], [-0.545, 0.812, -0.166], [0.187, 0.278, -0.408]], "total_charge": -1, "de_lowest_kj_mol": 107.2, "e_homo_ha": -0.0900, "spin_multiplicity": 1, "homo_lumo_gap_ev": 6.49}

(3)
{"formula": "C5H14NS2", "method": "ωB97M-V/def2-TZVPD", "species": ["N", "C", "C", "S", "S", "C", "C", "C", "H", "H", "H", "H", "H", "H", "H", "H", "H", "H", "H", "H", "H", "H"], "xyz": [[1.4766, -1.6730, 3.4086], [0.8791, 2.3123, 2.1637], [-0.3806, 2.0895, 2.6017], [-0.2718, -0.5624, 0.2792], [0.9140, 0.6131, -0.9388], [0.0008, 0.4971, -2.5312], [-0.3143, -0.9976, -2.8182], [-1.7970, -1.2630, -2.6464], [2.2773, -2.1634, 3.0818], [0.9585, -2.0654, 4.3046], [1.4163, -0.6336, 3.2038], [1.3266, 1.5014, 1.5859], [1.4576, 3.2580, 2.3781], [-0.9069, 2.8186, 3.2474], [-0.8314, 1.2326, 2.1175], [0.7415, 0.9002, -3.2481], [-0.9252, 1.2347, -2.5589], [0.3331, -1.6208, -2.1481], [0.0814, -1.2141, -3.9238], [-1.8728, -1.3585, -1.5973], [-2.5178, -0.6190, -3.0796], [-2.0448, -2.2867, -2.8818]], "forces_ev_per_a": [[-2.726, 0.927, 1.591], [-0.807, 0.703, 0.859], [1.765, 1.277, -0.783], [2.858, 2.496, -1.684], [-3.523, -2.143, 1.987], [-0.116, 1.127, -0.327], [1.143, 0.081, -2.829], [1.170, -1.940, 0.609], [0.472, -0.109, 0.193], [1.898, 1.459, -2.799], [0.305, -2.225, 0.890], [0.300, 0.548, 0.004], [-0.581, -1.426, -0.131], [0.094, -0.842, -0.560], [-0.706, -0.188, 0.696], [-0.328, -0.076, 0.308], [1.831, -1.581, 0.422], [-0.844, 0.274, -0.744], [-0.945, 0.457, 2.314], [-0.979, 0.655, 1.281], [-0.296, 0.868, -0.429], [0.016, -0.343, -0.868]], "total_charge": 1, "de_lowest_kj_mol": 548.1, "e_homo_ha": -0.4556, "spin_multiplicity": 1, "homo_lumo_gap_ev": 3.91}

(4)
{"formula": "C5H14O", "method": "ωB97M-V/def2-TZVPD", "species": ["C", "C", "O", "H", "H", "H", "H", "H", "H", "C", "C", "C", "H", "H", "H", "H", "H", "H", "H", "H"], "xyz": [[-0.3757, 1.5726, -1.2437], [-0.2930, 2.9330, -1.9176], [0.5615, 1.4919, -0.1780], [-1.3986, 1.4114, -0.7288], [-0.1138, 0.6081, -1.7456], [-0.6638, 3.7237, -1.2468], [0.8588, 2.2838, 0.2866], [-0.8943, 2.8925, -2.8342], [0.6922, 3.1806, -2.2565], [0.5060, -1.4969, 1.1416], [-0.8657, -1.0895, 1.6226], [0.7879, -2.8785, 0.5094], [1.2600, -1.4381, 1.9740], [0.9655, -0.6423, 0.5317], [-0.8458, -0.2522, 2.3298], [-1.4510, -0.6785, 0.7853], [1.2309, -2.5076, -0.4309], [-1.5129, -1.9138, 1.9924], [0.0251, -3.6792, 0.4000], [1.5267, -3.5213, 1.0085]], "forces_ev_per_a": [[-0.362, -0.377, 2.342], [-1.016, -0.789, -0.673], [0.939, -0.877, 0.739], [1.064, 0.402, -1.263], [-0.579, 1.223, -0.651], [0.115, -0.317, -0.198], [-0.589, 0.483, -0.442], [-0.334, 0.275, 0.022], [0.762, 0.045, 0.116], [2.297, 0.860, 1.414], [-1.243, 0.020, -0.656], [0.287, -0.054, -0.854], [-0.939, -0.099, -0.066], [-1.127, -1.333, 0.263], [0.176, -0.348, 0.101], [0.170, -0.101, 0.002], [-0.270, -1.398, -0.239], [0.676, 0.311, 0.198], [-0.407, 1.251, -0.443], [0.380, 0.822, 0.287]], "total_charge": -1, "de_lowest_kj_mol": 170.1, "e_homo_ha": [0.0497, -0.2212], "spin_multiplicity": 2, "homo_lumo_gap_ev": [2.53, 9.75]}

(5)
{"formula": "C5H14O", "method": "ωB97M-V/def2-TZVPD", "species": ["C", "C", "C", "O", "H", "H", "H", "H", "H", "H", "H", "H", "C", "C", "H", "H", "H", "H", "H", "H"], "xyz": [[-1.0536, 0.5808, -0.9366], [-0.0709, 1.6475, -0.4956], [-0.7641, 2.8600, 0.2005], [0.8124, 0.9144, 0.3611], [-1.6539, 0.4371, -0.1589], [-0.4120, -0.3333, -1.3486], [-1.5802, 0.6691, -1.8459], [0.5137, 2.0800, -1.2643], [-0.8347, 3.6468, -0.4138], [-1.7793, 2.7965, 0.4427], [-0.2869, 3.2027, 1.1303], [0.3955, 0.8692, 1.2870], [1.2201, -2.6343, -0.2705], [0.4613, -2.2095, 0.9969], [0.9078, -2.0141, -1.1962], [2.3398, -2.6570, 0.0149], [0.8072, -3.6760, -0.6688], [-0.4208, -1.7571, 0.8961], [0.1381, -2.8857, 1.8061], [1.2605, -1.5372, 1.4635]], "forces_ev_per_a": [[4.419, -1.185, -4.362], [-1.281, -0.082, 1.407], [1.449, -2.275, 1.961], [-0.380, 0.732, 2.368], [-2.605, -1.468, 3.085], [-1.193, 1.445, 1.839], [-1.214, 1.307, -0.909], [0.801, -0.032, -0.939], [0.517, 3.139, -2.596], [-1.787, -1.263, 0.608], [0.316, -0.249, -0.386], [0.921, 0.073, -2.143], [-1.240, -2.214, -1.361], [4.520, -0.460, 1.765], [1.175, -0.361, 1.790], [-1.860, -0.105, -1.259], [1.351, 1.667, 1.051], [-3.202, 2.598, -1.256], [1.046, -0.916, -0.585], [-1.754, -0.351, -0.076]], "smiles": "CC(C)O.CC", "de_lowest_kj_mol": 263.6, "e_homo_ha": -0.3719, "spin_multiplicity": 1, "homo_lumo_gap_ev": 11.09}

(6)
{"formula": "C5H14O", "method": "ωB97M-V/def2-TZVPD", "species": ["C", "C", "C", "O", "H", "H", "H", "H", "H", "H", "H", "H", "C", "C", "H", "H", "H", "H", "H", "H"], "xyz": [[0.3497, -0.6025, -0.1432], [1.0284, -1.6627, -1.0032], [1.0391, -1.3156, -2.4868], [2.3689, -1.8565, -0.5553], [-0.1599, 0.0959, -0.7999], [1.0763, -0.4161, 0.6442], [-0.5190, -0.9735, 0.4072], [0.4307, -2.6083, -1.0200], [0.1486, -1.7337, -2.9788], [1.0110, -0.2419, -2.7177], [1.9234, -1.6443, -3.0369], [2.5178, -2.8074, -0.4179], [-2.0065, 2.1040, 1.2868], [-0.8503, 1.8275, 2.1914], [-2.7347, 2.7487, 1.7850], [-1.7578, 2.6645, 0.3790], [-2.5321, 1.2184, 0.9431], [-0.9890, 1.6246, 3.2793], [-0.2443, 0.9859, 1.8540], [-0.1007, 2.5932, 2.3899]], "forces_ev_per_a": [[-0.833, -1.515, 0.134], [-0.622, -0.939, -1.113], [-0.283, 0.837, -1.075], [-0.009, -0.818, 0.449], [0.889, 1.120, 0.354], [-0.021, 1.355, -0.353], [0.075, -0.620, 0.070], [0.726, 0.340, 0.740], [0.236, 0.050, 0.067], [-0.041, -0.005, 0.432], [-0.046, -0.490, 0.349], [-0.039, 0.621, -0.118], [-0.799, 1.062, -0.077], [1.895, -0.797, 1.679], [-0.135, -0.135, 0.032], [0.408, -0.177, 0.133], [0.027, -0.265, 0.214], [-1.159, -0.364, -0.760], [-0.129, -0.026, -0.131], [-0.142, 0.767, -1.024]], "smiles": "CC(C)O.CC", "de_lowest_kj_mol": 135.7, "e_homo_ha": -0.3781, "spin_multiplicity": 1, "homo_lumo_gap_ev": 11.18}